{"formula": "C22H44Cl4F12N3O10", "method": "ωB97M-V/def2-TZVPD", "symbols": ["N", "H", "H", "H", "H", "N", "H", "H", "H", "H", "N", "H", "H", "H", "H", "O", "C", "C", "O", "H", "H", "H", "H", "C", "C", "O", "C", "O", "C", "F", "F", "F", "H", "H", "H", "H", "H", "C", "C", "O", "C", "O", "C", "F", "F", "F", "H", "H", "H", "H", "H", "C", "C", "O", "C", "O", "C", "F", "F", "F", "H", "H", "H", "H", "H", "C", "C", "O", "C", "O", "C", "F", "F", "F", "H", "H", "H", "H", "H", "Cl", "C", "C", "Cl", "H", "H", "H", "H", "Cl", "C", "C", "Cl", "H", "H", "H", "H"], "xyz": [[4.062, 1.051, 1.642], [3.814, 2.010, 1.843], [4.428, 0.821, 0.730], [3.145, 0.663, 1.810], [4.676, 0.666, 2.345], [0.670, 2.233, 3.810], [0.014, 2.390, 3.057], [1.290, 3.029, 3.833], [1.157, 1.372, 3.605], [0.134, 2.120, 4.658], [-0.137, 5.153, 0.449], [-0.622, 5.944, 0.849], [-0.611, 4.293, 0.687], [0.828, 5.007, 0.707], [-0.150, 5.112, -0.560], [-0.816, 2.653, 1.461], [-0.551, 1.518, 0.656], [0.741, 0.557, 0.658], [1.406, 0.142, 1.903], [-0.750, 1.896, -0.347], [-1.439, 0.895, 0.763], [1.509, 1.048, 0.059], [0.443, -0.208, -0.058], [-4.016, 0.648, -1.697], [-3.407, -0.225, -2.833], [-3.990, -1.425, -2.515], [-3.746, -2.614, -3.129], [-2.957, -2.812, -4.075], [-4.648, -3.772, -2.533], [-5.704, -3.312, -1.871], [-5.172, -4.636, -3.477], [-4.051, -4.648, -1.790], [-3.684, 1.676, -1.838], [-3.790, 0.164, -0.747], [-5.105, 0.612, -1.725], [-2.326, -0.115, -2.754], [-3.740, 0.084, -3.824], [3.336, -0.593, -3.463], [2.977, -0.715, -1.910], [3.413, -2.044, -1.520], [4.277, -2.281, -0.523], [4.826, -1.428, 0.165], [4.640, -3.828, -0.334], [5.882, -4.114, -0.600], [4.366, -4.198, 0.855], [3.834, -4.594, -1.075], [2.871, -1.361, -4.081], [4.411, -0.553, -3.636], [2.899, 0.320, -3.866], [1.898, -0.567, -1.846], [3.341, 0.131, -1.326], [-4.038, -2.454, 1.486], [-2.652, -1.823, 1.434], [-1.927, -2.501, 0.431], [-0.916, -3.357, 0.831], [-0.568, -3.562, 2.004], [-0.222, -4.143, -0.328], [-0.969, -3.997, -1.379], [1.040, -3.722, -0.579], [-0.233, -5.411, -0.070], [-4.659, -2.126, 2.319], [-3.957, -3.536, 1.594], [-4.507, -2.427, 0.503], [-2.110, -1.862, 2.379], [-2.758, -0.749, 1.277], [3.687, 4.505, -4.277], [2.367, 4.673, -3.533], [1.565, 3.616, -3.943], [0.388, 3.306, -3.277], [-0.057, 3.967, -2.275], [-0.347, 2.103, -3.844], [-1.637, 2.486, -3.898], [0.140, 1.692, -5.009], [-0.227, 1.114, -2.974], [4.425, 5.271, -4.037], [3.500, 4.723, -5.329], [4.091, 3.513, -4.481], [1.982, 5.684, -3.665], [2.557, 4.563, -2.465], [-5.078, 2.060, 4.157], [-3.480, 1.493, 3.411], [-2.959, 0.317, 4.221], [-2.457, 1.014, 5.853], [-2.816, 2.295, 3.089], [-3.830, 0.993, 2.507], [-2.114, -0.210, 3.779], [-3.804, -0.298, 4.531], [2.918, -4.236, 3.555], [2.042, -2.655, 3.493], [0.964, -2.574, 4.619], [1.688, -2.381, 6.198], [1.570, -2.505, 2.522], [2.816, -1.898, 3.621], [0.303, -3.441, 4.616], [0.402, -1.682, 4.342]], "multiplicity": 1, "de_lowest_kj_mol": 157.9, "gap_ev": 6.8, "molar_mass_g_mol": 880.39, "homo_ha": -0.384, "e_lumo_ev": -3.6677, "total_charge": 1, "total_energy_ev": -131162.4102}